DFT (ωB97M-V/def2-TZVPD) results for a 2-piece molecular cluster, C9H17N3O2 overall at a distorted geometry.

Results
* orbital gap: 0.3297 Ha
* LUMO: 0.245 eV
* highest occupied orbital energy: -8.73 eV
* energy relative to the best compared isomer or geometry (same formula, charge and spin): 392.2 kJ/mol
* energy: -18167.5478 eV
* SMILES string: CC(C)c1c[n+]([O-])on1.CN=C(C)C

Geometry (Å):
1 O 0.054 -2.653 -0.164
2 O 1.572 -4.289 -0.298
3 N -2.859 -0.305 0.591
4 N 0.097 -1.323 0.080
5 N 1.436 -3.095 -0.220
6 C -2.548 -0.551 -1.761
7 C -1.895 1.611 -0.650
8 C -2.898 0.315 1.844
9 C 1.769 0.492 0.293
10 C 2.848 0.784 1.328
11 C 1.362 -0.892 0.148
12 C 2.258 1.186 -0.993
13 C 2.186 -1.985 -0.026
14 C -2.349 0.188 -0.469
15 H -1.731 -1.330 -1.833
16 H 3.315 0.732 -1.195
17 H 1.624 0.902 -1.854
18 H -1.522 1.717 -1.652
19 H 0.921 1.057 0.532
20 H 3.174 -1.925 0.013
21 H 2.672 1.795 1.826
22 H -3.261 -0.467 2.635
23 H -2.686 2.219 -0.359
24 H -3.552 1.268 1.989
25 H -2.623 0.112 -2.549
26 H 3.834 0.703 0.812
27 H 2.512 2.272 -0.738
28 H -1.039 1.776 -0.064
29 H -3.545 -1.091 -1.634
30 H 2.853 0.030 2.141
31 H -1.977 0.747 2.228

Atomic partial charges in e from the Mulliken method, atoms 1 to 2: atom 1 (O): -0.237, atom 2 (O): -0.705